(1)
The following is a DFT calculation (the ωB97M-V functional and the def2-TZVPD basis) of C13H37CdN2O6 as an isolated structure in a non-equilibrium geometry.

```
59
Properties=species:S:1:pos:R:3:forces:R:3:mulliken_charge:R:1
Cd -1.497609 0.522231 -1.758843 2.876 -1.856 1.908 1.739
O 0.534533 3.462344 0.347108 -0.236 0.094 0.076 -0.274
O 0.001174 -1.125337 -1.113478 1.336 -0.679 1.276 -1.064
O -2.910781 1.906777 -2.487865 -1.373 1.468 -0.694 -0.362
O -2.953058 -0.765100 -1.010179 -2.168 -0.912 0.742 -0.492
O 0.113273 1.565223 -2.619173 1.328 1.267 -1.121 -0.522
O -1.682454 -0.570806 -3.600642 -0.342 -0.581 -1.468 -0.362
N 0.535507 -1.565599 0.232353 -1.330 0.597 0.210 0.439
N -1.447755 1.624278 0.135314 0.876 -1.405 0.766 -0.033
C -1.265647 -3.363327 0.342007 1.207 0.710 -0.888 -1.820
C -1.795593 2.937938 0.427167 -2.044 3.058 0.805 0.480
C 1.869792 -0.999570 0.675353 -0.067 0.071 0.208 1.643
C 1.853930 0.558642 0.452056 -0.085 -1.180 0.010 -1.765
C 1.605114 4.270416 -0.145121 -0.785 -0.468 -1.313 -0.816
C 3.094282 -1.602980 -0.082604 -0.587 0.098 0.151 -1.735
C -0.743710 3.853493 -0.149350 0.655 0.991 1.137 -0.979
C 0.524274 -3.311070 2.043559 -0.404 -0.193 -0.056 -1.361
C 0.272799 -3.026368 0.519578 0.013 -0.081 0.345 1.528
C 2.024210 -1.324000 2.229640 -0.332 0.664 -1.645 -1.016
C 1.184690 -3.992719 -0.355009 -0.895 0.551 0.636 -1.583
C 1.791966 -2.757393 2.621111 0.959 -0.097 0.435 -0.744
C -2.032581 3.051757 1.942238 -0.073 0.050 -0.258 -1.568
H -1.812456 -1.516233 -3.674735 0.117 -0.460 0.229 0.279
H -3.710509 2.000555 -1.970298 -0.359 0.048 0.236 0.273
H -3.435086 -0.494979 -0.228563 -0.166 -0.013 0.369 0.274
H 0.967647 1.064150 0.835568 0.153 -0.490 0.201 0.098
H 2.703362 1.040405 0.936275 0.196 -0.173 -0.046 0.486
H 0.181130 2.484682 -2.876482 -0.052 0.427 -0.013 0.242
H -1.613024 -4.255827 0.862455 0.448 -0.094 0.062 0.359
H 2.857089 -1.582668 -1.146290 0.056 -0.309 -0.074 0.301
H -1.756889 1.047409 0.904573 -0.205 -0.604 0.024 0.256
H 1.317346 5.321720 -0.151507 0.369 0.174 0.677 0.360
H 1.840024 -2.725170 3.709576 -0.727 -0.294 0.278 0.419
H -1.189343 2.606098 2.469920 0.107 0.346 0.196 0.373
H -0.788095 3.911432 -1.236900 0.160 -0.292 -0.323 0.355
H -3.215823 -1.674557 -1.151819 0.225 -0.518 -0.099 0.260
H 1.697845 4.035779 -1.205520 0.213 -0.075 -0.415 0.268
H -1.399297 -0.298366 -4.473476 0.170 0.173 -0.281 0.261
H 3.260813 -2.615746 0.284381 -0.037 -0.025 -0.376 0.372
H 0.631682 -4.868701 -0.694049 -0.130 0.037 -0.094 0.440
H -3.104837 2.352634 -3.312352 0.024 0.105 -0.444 0.243
H 1.269079 -0.734790 2.749934 -0.004 0.274 0.052 0.333
H -0.314288 -2.989937 2.661452 -0.266 0.610 -0.268 0.467
H -2.727524 3.247060 -0.046175 -0.246 0.026 -0.228 0.240
H 3.014925 -1.018969 2.566622 0.035 0.256 -0.092 0.384
H 1.565117 -3.430643 -1.207907 -0.068 -0.253 0.011 0.262
H -0.960643 4.853689 0.225691 -0.050 0.314 -0.132 0.544
H -0.484489 1.778765 0.396787 1.180 -1.496 -0.476 -0.279
H 0.939512 1.174719 -2.903909 0.390 -0.601 0.154 0.252
H 0.479857 -4.387395 2.209814 0.200 -0.259 -0.345 0.429
H 2.002263 -4.375235 0.256016 0.142 0.126 -0.141 0.326
H 1.890241 0.736564 -0.622712 0.059 0.128 -0.001 0.260
H -1.868441 -2.520786 0.680940 0.114 0.092 0.065 0.282
H 2.573857 4.011289 0.282058 -0.466 0.189 0.561 0.266
H -2.905223 2.439878 2.170696 -0.097 -0.102 0.069 0.431
H 4.054133 -1.099151 0.031207 -0.171 0.474 0.328 0.367
H -1.404503 -3.503389 -0.729993 -0.381 -0.001 -0.093 0.422
H 2.644624 -3.415902 2.455509 0.205 0.071 -0.774 0.352
H -2.276431 4.052785 2.297992 0.332 0.024 -0.057 0.409
```
Forces are in eV/Å.

The energy above the lowest of the compared OMol25 structures with the same formula, charge and spin comes out at 216.6 kJ/mol. For the HOMO-LUMO gap, the calculation gives 5.200 eV. The largest force on an atom is 3.919 eV Å⁻¹. Its net charge is +1. The highest occupied orbital energy comes out at -8.57 eV.



(2)
The following is a DFT calculation (the ωB97M-V functional and the def2-TZVPD basis) of C13H37N3O4Pd as an isolated structure in a non-equilibrium geometry.

```
58
Properties=species:S:1:pos:R:3:forces:R:3:mulliken_charge:R:1
Pd 0.169553 -0.120144 0.474684 -0.282 -0.484 -0.104 0.884
O 0.502846 -3.378766 -2.180318 -2.065 -0.052 -0.393 -0.267
O -4.014007 0.288579 -0.781257 -0.614 1.365 -1.127 -0.252
O 1.287057 -3.570658 3.524638 0.474 0.053 0.066 -0.484
O 2.289204 3.213357 1.862775 0.546 1.478 -1.064 -0.135
N -3.516669 0.515898 2.112326 0.550 0.689 -0.429 -0.609
N 3.120509 -2.080173 -1.695977 -0.770 0.274 0.185 -0.600
N 0.893592 3.926438 -0.468906 -0.229 1.371 -2.035 -0.400
C -4.462786 0.633678 -2.140803 0.022 0.430 1.354 -0.805
C 2.104399 4.556947 -0.140599 0.469 -0.814 1.363 0.224
C 3.871689 -2.735533 -3.937046 -1.473 -0.882 -0.179 -1.444
C -4.766997 -0.052161 1.496693 2.159 0.011 0.599 0.077
C 2.161680 4.544830 1.425458 0.479 0.391 -0.716 -0.703
C -0.390519 -4.528486 -2.246607 0.895 0.204 -0.101 -0.748
C 2.604987 -2.479277 -3.010088 1.550 -0.409 -0.435 0.353
C 2.210105 -4.643225 3.608608 -0.176 -2.014 0.196 -0.619
C 1.904099 6.009217 -0.623913 0.188 1.121 1.205 -1.386
C -5.843822 0.011570 2.587041 0.330 0.996 -2.784 -1.240
C -5.073231 0.586512 0.111198 -0.309 -1.629 1.418 -0.658
C 2.952406 3.225094 3.097863 0.085 -2.129 1.581 -0.746
C 1.656576 -3.684136 -2.881107 2.171 0.121 0.118 -0.810
H 3.869592 -1.427170 -1.876450 0.176 0.176 0.220 0.261
H 3.993116 3.548716 3.115370 -0.126 0.777 -0.472 0.354
H 2.802502 6.608713 -0.477029 0.266 -0.225 -0.489 0.356
H 2.104264 -4.489575 -2.298928 0.892 -0.121 0.121 0.365
H -3.367610 0.103965 3.022367 0.026 -0.733 0.015 0.240
H 2.962309 5.219230 1.729209 0.281 -0.391 0.451 0.467
H -0.784622 -4.648703 -3.255739 -0.096 0.134 -0.028 0.305
H 1.476005 6.091310 -1.622971 0.364 -0.064 0.021 0.405
H -6.697850 -0.486039 2.127565 -0.299 -0.546 1.168 0.343
H 0.235855 4.690144 -0.403874 -1.561 -0.262 1.461 0.349
H 3.039774 2.182703 3.404279 -0.193 -0.086 -0.001 0.293
H 2.968276 -4.722787 2.829533 -0.069 0.901 0.060 0.243
H -3.669876 1.468756 2.410109 -0.200 0.623 -0.411 0.254
H 4.429200 -3.660508 -3.789681 -0.231 -0.225 0.682 0.356
H -5.370042 -0.262339 3.529701 -0.929 -0.351 -0.041 0.402
H -4.891287 1.634286 -2.197927 0.051 0.375 0.501 0.332
H 3.572279 -2.926738 -1.380824 0.213 -0.046 0.647 0.294
H -5.407821 1.620197 0.198572 0.730 0.543 -0.106 0.405
H -5.976711 0.084259 -0.234575 -0.252 -0.281 -0.165 0.362
H 0.913751 3.985518 -1.476978 -0.168 -1.953 -1.097 0.309
H 2.299175 3.708103 3.824562 0.338 0.449 0.120 0.361
H -5.319047 0.001058 -2.374695 0.520 -0.512 -0.615 0.330
H -4.395446 -1.062536 1.325840 -0.710 -0.331 -0.361 0.274
H 2.941890 4.047108 -0.616806 0.113 0.031 0.307 0.386
H 3.475996 -2.872429 -4.943414 0.349 0.516 -0.336 0.382
H 2.095961 -1.648747 -3.499187 -0.336 0.069 0.266 0.231
H 0.682278 -3.813321 4.229596 -0.431 0.483 -0.027 0.307
H -6.086060 1.072501 2.524984 -0.352 0.192 0.908 0.354
H 4.619329 -1.946774 -3.853392 -0.384 0.278 -0.240 0.410
H 2.635335 -4.810373 4.598216 0.516 0.865 0.098 0.285
H 1.672525 -5.587168 3.518719 -0.342 -0.207 -0.443 0.270
H 1.631952 -4.124771 -3.877770 -1.196 0.122 -0.378 0.393
H 0.232018 -5.397419 -2.033296 -0.186 -0.304 0.124 0.320
H 1.216765 6.434397 0.107443 -0.389 0.265 -0.254 0.493
H -3.599240 0.698242 -2.802790 -0.203 -0.887 -0.035 0.253
H -1.205026 -4.495216 -1.523027 0.231 0.487 -0.011 0.252
H 1.239821 4.943842 1.848628 -0.409 0.150 -0.376 0.368
```
Forces are in eV/Å.

The energy above the lowest of the compared OMol25 structures with the same formula, charge and spin comes out at 660.6 kJ/mol. For the HOMO-LUMO gap (alpha / beta), the calculation gives 5.903 / 2.160 eV. The largest force on an atom is 2.975 eV Å⁻¹. Its net charge is +2. The expectation value of S² is 2.007. The highest occupied orbital energy (alpha / beta) comes out at -13.79 / -13.74 eV. As for the spin multiplicity: 3.